1.
Formula: C22H33IrN4
Source: the OMol25 dataset
Level of theory: ωB97M-V/def2-TZVPD

Summary:
lowest unoccupied orbital energy (alpha / beta): -8.36 / -12.37 eV
2S+1: 6
⟨S²⟩: 8.81
total charge: +3
HOMO energy (alpha / beta): -15.859 / -18.202 eV
energy relative to the best compared isomer or geometry (same formula, charge and spin): 0.0 kcal per mole

Each line ends with the Löwdin spin population.
Cartesian coordinates (Å):
Ir  0.8040  -1.0551  -0.0422  2.186
C  1.5006  4.7307  4.4456  0.014
C  1.5862  3.7497  3.3047  0.044
C  1.6559  4.4904  1.9423  0.004
C  0.4402  2.7215  3.3785  0.259
C  -0.3130  2.3654  2.2238  0.114
C  -1.4294  1.5203  2.3022  0.082
C  -1.7903  0.9595  3.5425  0.251
C  -3.0175  0.1575  3.5837  0.057
C  -0.8433  1.0760  4.6015  0.077
C  0.0882  2.0556  4.5864  0.058
H  2.1471  5.6021  4.3614  0.002
H  1.7271  4.2516  5.3851  0.000
H  0.5129  5.1679  4.5385  0.000
H  2.4913  3.1235  3.3619  0.022
H  0.6440  4.7475  1.5878  0.000
H  2.1360  3.8514  1.1738  0.000
H  2.2789  5.4035  1.9633  0.000
H  0.0298  2.6748  1.2213  0.005
H  -2.0138  1.3556  1.4231  0.001
H  -3.4124  -0.0300  2.5728  0.002
H  -3.8267  0.6691  4.1739  0.023
H  -2.7813  -0.8143  4.0418  0.014
H  -0.9009  0.4228  5.4600  0.001
H  0.7142  2.3389  5.4639  0.000
N  -0.1937  -0.4331  -1.4183  0.148
C  -0.3726  -0.1820  -2.5669  0.169
N  -0.8242  -0.0423  -3.7816  0.129
C  -0.0984  -0.5202  -4.9770  0.017
C  -1.0900  -1.2710  -5.8774  0.005
C  -2.5107  -0.6480  -6.0685  0.000
C  -3.0120  0.1039  -4.8396  0.007
C  -1.9062  0.8692  -4.1818  0.016
H  0.7244  -1.2037  -4.7037  0.000
H  0.2489  0.3859  -5.4865  0.005
H  -1.1362  -2.3316  -5.5880  0.000
H  -0.5600  -1.3742  -6.8633  0.001
H  -3.1600  -1.4368  -6.3713  0.000
H  -2.4054  0.0403  -6.9580  0.000
H  -3.4779  -0.5447  -4.0691  0.000
H  -3.7647  0.8341  -5.0935  0.001
H  -2.3723  1.3061  -3.3095  0.000
H  -1.4718  1.6293  -4.8219  0.003
N  2.0390  -1.8559  2.4493  0.091
N  2.0365  -0.8150  1.4637  0.115
H  1.8662  -2.8228  2.0844  0.005
H  1.2538  -1.6133  3.1051  0.000
H  3.0555  -0.6950  1.2922  0.007
H  1.7801  0.0694  1.9521  0.027
C  1.8205  -5.5369  -0.5112  0.242
C  0.4723  -5.2405  -0.2537  0.047
C  0.1485  -3.8730  -0.2892  0.138
C  1.1828  -2.9554  -0.3861  0.390
C  2.4765  -3.2489  -0.8247  0.144
C  2.8058  -4.6044  -0.8370  0.049
H  2.1541  -6.5461  -0.4323  0.010
H  -0.3011  -6.0340  -0.0788  0.000
H  -0.8824  -3.5097  -0.2040  0.007
H  3.2337  -2.5577  -1.1061  0.008
H  3.8129  -4.8780  -1.0455  0.000

Cartesian forces, eV/Å:
-0.08 0.14 1.69
-0.18 0.34 0.91
-0.59 -0.30 -1.21
0.05 -0.49 -0.57
0.18 1.00 -0.48
-0.80 -1.24 -1.25
1.99 2.00 0.04
0.25 -0.54 -0.87
-0.63 -0.34 0.29
-0.41 0.06 0.92
1.62 0.64 0.77
0.38 -0.32 -0.31
0.11 -0.01 0.44
-0.39 -0.09 -0.11
0.10 0.16 0.36
0.46 0.19 0.12
-0.37 0.23 0.26
-0.44 -0.48 0.36
-0.36 0.17 0.74
-0.36 -0.15 -0.32
0.11 0.22 0.42
0.68 -0.51 -0.26
-0.37 0.23 0.24
-0.41 0.13 0.25
-0.70 -0.71 -0.56
-1.67 1.37 -3.89
-1.97 -0.04 -1.80
1.45 0.02 1.83
-0.25 -0.95 -0.62
0.48 -0.84 -1.02
1.69 0.91 -0.87
-0.11 -0.96 -0.12
-0.67 0.68 0.89
-0.25 0.61 -0.03
0.27 -0.21 0.21
-0.24 0.36 0.47
-0.62 0.38 0.67
-0.63 -0.45 -0.18
-0.41 -0.44 1.03
0.27 0.06 -0.53
-0.34 0.19 -0.25
0.44 0.44 0.38
0.06 0.19 -0.06
-1.91 -0.75 1.99
3.16 1.51 2.18
0.17 1.35 -0.05
1.11 -0.78 -0.65
-0.77 0.17 -0.41
0.42 -0.82 -0.14
0.15 -0.91 0.40
-1.28 1.25 -0.15
-0.93 -2.81 0.41
-0.07 1.06 -1.42
0.79 -3.09 0.17
-0.42 2.17 0.05
-0.01 -0.77 -0.11
0.99 0.85 -0.21
0.39 -0.35 0.16
0.33 0.81 0.02
0.50 -0.52 -0.24



2.
Formula: C22H33N2STc
Source: the OMol25 dataset
Level of theory: ωB97M-V/def2-TZVPD

Summary:
lowest unoccupied orbital energy (alpha / beta): -3.16 / -3.87 eV
2S+1: 4
⟨S²⟩: 3.81
total charge: +1
HOMO energy (alpha / beta): -10.145 / -10.182 eV
energy relative to the best compared isomer or geometry (same formula, charge and spin): 171.8 kcal per mole

Each line ends with the Löwdin spin population.
Cartesian coordinates (Å):
C  -0.2032  2.6724  0.0929  -0.001
C  -0.1611  1.8688  -1.0695  0.056
C  1.0548  1.1291  -1.0477  -0.004
C  1.7450  1.4423  0.1591  0.023
C  0.9106  2.3180  0.9122  -0.008
Tc  -0.1670  0.5418  0.6359  1.508
C  1.3559  -2.9081  1.9485  0.153
C  0.5280  -1.8143  2.2336  -0.050
H  -0.5489  -2.0053  2.1087  -0.002
C  0.8616  -0.4392  2.2455  0.053
H  1.9501  -0.2884  2.2252  0.004
H  0.4549  0.0387  3.1485  0.007
C  0.5153  -4.0966  1.6099  0.020
H  -0.4781  -3.7273  1.3023  0.004
H  0.8752  -4.4962  0.6527  0.002
H  0.4315  -4.8582  2.2897  0.003
C  2.2750  -2.6153  0.7633  0.016
H  1.7871  -1.8791  0.1200  0.004
H  3.3075  -2.3150  0.9122  0.003
H  2.2859  -3.4945  0.1082  0.001
C  -1.2218  1.8259  -2.1427  0.028
H  -2.1905  2.0974  -1.7282  0.001
H  -0.9660  2.5413  -2.9298  0.007
H  -1.2991  0.8177  -2.5595  0.007
C  1.4316  0.1181  -2.1013  -0.004
H  0.5535  -0.4981  -2.3363  -0.002
H  1.7539  0.6054  -3.0287  -0.002
H  2.2312  -0.5306  -1.7490  0.000
C  3.1254  1.0055  0.5702  0.007
H  3.4147  0.0948  0.0373  0.000
H  3.8560  1.7906  0.3557  0.001
H  3.1780  0.8285  1.6392  0.001
C  1.1256  2.8775  2.2933  -0.001
H  1.9647  2.3918  2.7844  0.000
H  1.3246  3.9482  2.2277  -0.001
H  0.2335  2.7493  2.9202  0.000
C  -1.1011  3.8542  0.3261  -0.001
H  -0.9867  4.2356  1.3424  0.000
H  -0.8216  4.6675  -0.3637  -0.001
H  -2.1528  3.6142  0.1407  0.000
C  -1.8087  -1.5671  -2.6280  0.619
C  -1.2073  -2.9204  -2.3445  0.092
C  -2.1642  -1.5375  -3.8865  0.151
C  -0.1080  -3.1654  -3.2090  0.016
H  -1.2315  -3.7185  -1.5628  0.003
C  -1.3511  -2.1590  -4.9136  0.033
H  -3.1499  -1.1015  -4.1118  0.024
C  -0.1971  -2.8089  -4.5411  0.046
H  0.7687  -3.6562  -2.7996  0.001
H  -1.6397  -1.9917  -5.9565  0.001
H  0.6211  -3.0745  -5.1980  0.004
N  -1.6444  1.3118  3.6174  0.022
C  -2.4724  1.5670  2.6263  0.043
N  -3.4715  2.4670  2.8145  0.020
S  -2.4179  0.7588  1.0754  0.091
H  -1.8471  1.7020  4.5648  0.001
H  -0.9740  0.5577  3.5740  0.002
H  -4.1502  2.5818  2.0652  0.000
H  -3.7882  2.6460  3.7648  0.001

Cartesian forces, eV/Å:
0.15 0.97 -0.44
-0.37 1.05 -0.78
0.44 -0.87 -0.58
1.15 0.14 0.02
0.22 1.31 0.43
-0.25 -2.32 0.32
-2.68 2.58 -1.99
0.19 -2.46 -0.50
0.13 -0.21 1.33
1.14 1.36 0.52
-0.55 -0.03 0.32
0.47 0.06 -0.12
-0.49 0.81 -2.57
0.00 -0.50 0.59
0.02 -0.50 0.50
-0.19 -1.84 1.81
1.11 -0.23 -0.29
0.16 0.38 0.10
0.15 0.09 0.26
0.46 0.09 0.40
0.48 0.00 0.25
-0.05 0.04 -0.02
-0.09 -0.14 -0.06
0.02 0.30 -0.06
-0.11 0.31 0.01
0.28 0.07 -0.01
0.01 -0.04 0.15
0.00 -0.02 -0.07
-0.17 0.03 -0.37
0.05 0.17 0.19
-0.11 -0.04 -0.17
0.14 -0.02 0.00
0.06 0.16 -0.28
0.03 0.02 0.06
0.15 0.03 0.09
0.28 0.02 -0.25
-0.22 -0.30 0.09
-0.13 -0.04 -0.07
0.00 -0.35 0.18
0.12 0.07 0.06
0.39 -5.87 3.84
2.23 2.07 0.60
-0.63 0.48 -4.72
-0.87 -0.19 0.89
-0.45 1.81 0.38
-1.13 1.52 -0.31
0.69 0.34 -0.44
0.21 0.62 0.07
-0.31 -0.69 -0.27
0.19 -0.16 0.42
-0.31 -0.04 -0.30
-0.52 0.62 1.86
-1.35 -0.05 -1.04
0.39 -0.65 0.19
-1.06 0.36 1.33
0.40 -0.46 -1.27
-0.23 0.09 -0.23
0.33 -0.08 0.35
0.06 0.16 -0.41



3.
Formula: C22H33N3O3
Source: the OMol25 dataset
Level of theory: ωB97M-V/def2-TZVPD

Summary:
lowest unoccupied orbital energy: 0.70 eV
SMILES string: COc1ccc(CN2CCNC(=O)[C@H]2CC(=O)NC2CCCCCC2)cc1C
HOMO energy: -8.264 eV
energy relative to the best compared isomer or geometry (same formula, charge and spin): 1.0 kcal per mole

Each line ends with the Mulliken charge.
Cartesian coordinates (Å):
C  6.6642  1.1604  0.6124  -0.956
H  6.6920  0.5292  1.5074  0.348
O  5.3614  1.6006  0.3281  -0.471
C  4.4066  0.6672  0.0322  1.093
C  4.6191  -0.7030  0.0253  -0.823
C  3.5789  -1.5689  -0.2810  -0.894
C  2.3235  -1.0815  -0.5934  -1.053
C  2.1218  0.2954  -0.5931  0.327
C  3.1357  1.1778  -0.2832  1.135
C  2.9192  2.6591  -0.2805  -1.892
H  3.0972  3.0634  0.7152  0.368
H  3.6244  3.1406  -0.9555  0.424
H  1.9061  2.8997  -0.5901  0.310
H  1.1438  0.6671  -0.8553  0.344
C  1.1614  -1.9792  -0.9139  -0.680
N  0.1157  -1.7962  0.0886  0.875
C  0.5524  -2.2211  1.4020  -0.791
C  -0.3605  -1.5990  2.4483  -0.626
N  -1.7389  -1.8151  2.0769  -0.054
C  -2.1923  -2.0716  0.8398  -0.366
O  -3.3895  -2.0573  0.6000  -0.745
C  -1.1495  -2.4370  -0.2202  0.398
C  -1.7035  -2.1141  -1.6171  -1.682
H  -2.7299  -2.4836  -1.6522  0.542
C  -1.6891  -0.6163  -1.9103  0.470
O  -0.8607  -0.0937  -2.6312  -0.692
N  -2.6864  0.0520  -1.3103  0.022
H  -3.3298  -0.4610  -0.7244  0.408
C  -2.8389  1.4941  -1.3766  -0.126
C  -4.2228  1.8673  -0.8483  -1.517
C  -4.4074  1.7061  0.6615  -0.409
H  -4.1023  0.7091  0.9816  0.191
C  -3.6619  2.7727  1.4660  -0.846
C  -2.2246  2.4045  1.8436  -1.092
C  -1.4206  1.6941  0.7507  1.042
H  -1.6311  0.6243  0.7663  -0.801
C  -1.6720  2.2031  -0.6676  -1.132
H  -1.8487  3.2788  -0.6692  0.609
H  -0.7843  2.0101  -1.2721  0.381
H  -0.3598  1.8070  0.9870  0.455
H  -2.2410  1.7597  2.7268  0.323
H  -1.7083  3.3243  2.1295  0.353
H  -3.6626  3.7023  0.8936  0.321
H  -4.2066  2.9725  2.3922  0.404
H  -5.4762  1.7964  0.8706  0.410
H  -4.4300  2.9050  -1.1190  0.540
H  -4.9565  1.2430  -1.3649  0.402
H  -2.7854  1.7740  -2.4386  0.404
H  -1.1204  -2.6260  -2.3819  0.525
H  -1.0559  -3.5464  -0.1573  0.381
H  -2.4470  -1.5624  2.7541  0.325
H  -0.1800  -2.0443  3.4313  0.451
H  -0.1600  -0.5220  2.5073  0.201
H  1.5733  -1.8733  1.5641  0.416
H  0.5375  -3.3236  1.4993  0.297
H  0.7599  -1.6720  -1.8791  0.529
H  1.4871  -3.0323  -0.9737  0.222
H  3.7636  -2.6342  -0.2790  0.370
H  5.5886  -1.1151  0.2580  0.405
H  7.0986  0.6125  -0.2304  0.365
H  7.2479  2.0622  0.7926  0.263

Cartesian forces, eV/Å:
0.25 -0.08 0.06
-0.01 0.01 -0.05
-0.45 0.01 -0.12
-0.11 -0.10 -0.03
0.35 0.20 0.10
-0.26 0.04 -0.12
0.17 -0.22 -0.06
0.23 -0.06 0.04
0.13 0.09 0.05
0.07 -0.06 0.01
0.00 0.12 0.04
0.01 0.13 -0.03
-0.09 0.04 -0.02
-0.19 0.13 -0.04
0.00 0.04 -0.08
-0.11 -0.01 0.00
-0.11 0.16 0.37
0.46 0.01 -0.07
-0.09 0.05 0.47
0.08 -0.09 0.11
-0.36 -0.08 -0.20
-0.21 -0.24 -0.26
0.18 0.03 0.09
0.11 -0.03 0.00
-0.33 -0.63 0.12
0.39 0.25 -0.26
-0.41 0.30 0.15
0.09 -0.16 -0.06
0.11 0.33 -0.33
0.12 -0.23 0.02
-0.10 0.32 -0.09
-0.05 -0.16 0.09
0.05 -0.19 0.17
-0.01 0.01 -0.09
-0.03 0.27 0.04
0.10 -0.03 0.05
0.09 -0.26 0.00
0.01 0.12 -0.06
-0.02 0.10 -0.03
0.03 -0.12 0.00
0.02 0.04 0.08
0.04 -0.02 0.09
-0.04 0.07 0.01
-0.01 0.09 -0.04
0.02 -0.10 0.02
-0.02 0.01 -0.02
-0.03 0.05 -0.09
-0.04 -0.03 0.17
-0.03 0.09 0.03
-0.02 0.19 -0.02
-0.03 -0.04 -0.22
0.02 0.04 -0.10
0.04 -0.10 0.01
-0.08 -0.06 0.06
0.04 0.07 -0.05
-0.01 -0.13 0.00
0.00 0.04 -0.03
-0.01 -0.11 0.00
0.10 0.01 0.03
-0.03 0.01 0.04
0.00 -0.10 0.00



4.
Formula: C22H33N4O6PRh
Source: the OMol25 dataset
Level of theory: ωB97M-V/def2-TZVPD

Summary:
lowest unoccupied orbital energy (alpha / beta): -3.49 / -5.89 eV
2S+1: 5
⟨S²⟩: 6.07
total charge: +1
HOMO energy (alpha / beta): -9.205 / -12.212 eV

Each line ends with the Löwdin spin population.
Cartesian coordinates (Å):
O  -1.1306  0.1906  -4.4706  0.011
H  -0.3047  0.6260  -4.7631  0.001
Rh  -0.3344  0.3580  -0.8837  0.520
N  -0.5066  2.0735  0.1323  0.253
N  0.9261  1.5327  -1.8732  0.169
N  -1.7880  -0.4913  0.2018  0.520
N  -0.7438  -1.3292  -1.8967  0.494
O  -1.3438  2.3249  1.0816  0.327
O  -2.2547  -0.0221  1.3759  0.256
O  -0.1840  -1.7070  -3.0698  0.131
O  1.4341  1.1946  -2.9878  0.386
C  1.1878  2.7566  -1.3091  0.095
C  0.4183  3.0298  -0.1610  0.050
C  -2.2030  -1.7172  -0.1485  0.263
C  -1.6253  -2.1855  -1.3606  0.165
C  0.5311  4.2069  0.7388  0.002
H  0.9467  3.9198  1.7164  0.002
H  -0.4498  4.6684  0.9113  0.001
H  1.1979  4.9549  0.3007  0.000
C  2.1432  3.6907  -1.9599  0.010
H  1.9214  3.7743  -3.0312  0.003
H  3.1855  3.3578  -1.8519  0.004
H  2.0564  4.6828  -1.5106  0.000
C  -3.0615  -2.5412  0.7406  0.033
C  -1.9107  -3.5338  -1.9284  0.017
H  -3.6729  -1.9126  1.3974  0.002
H  -2.4391  -3.2017  1.3650  0.015
H  -3.7097  -3.1750  0.1252  0.005
H  -1.5502  -3.6071  -2.9610  0.000
H  -2.9954  -3.7050  -1.9064  0.004
H  -1.4299  -4.3316  -1.3408  0.007
H  -1.9562  0.9793  1.3492  -0.001
H  -0.5743  -0.9967  -3.7475  0.015
C  -1.8023  1.1230  -3.5439  0.033
H  -1.1453  1.9649  -3.3015  0.003
H  -2.1153  0.5835  -2.6348  0.015
H  -2.6845  1.4965  -4.0812  0.004
O  -4.7350  2.7304  -1.0190  0.000
H  -4.8467  1.8433  -0.6326  0.000
H  -4.0674  3.1471  -0.4451  0.000
C  2.8961  -0.6513  -0.4638  0.019
P  1.2825  -0.4543  0.3394  0.082
C  0.9936  -2.1608  0.9485  0.009
C  0.6048  -2.4423  2.2641  0.010
C  0.2232  -3.7389  2.6213  -0.001
C  0.2680  -4.7727  1.6836  0.010
C  0.7384  -4.5136  0.3925  0.000
C  1.1082  -3.2170  0.0304  0.009
C  1.6459  0.5548  1.8281  0.011
C  2.8682  1.2309  1.9566  0.009
C  3.0918  2.0873  3.0379  -0.001
C  2.1098  2.2590  4.0173  0.008
C  0.8958  1.5757  3.9041  -0.001
C  0.6516  0.7582  2.7975  0.009
H  2.7723  -1.2183  -1.3916  0.001
H  3.5557  -1.1957  0.2222  0.005
H  3.3303  0.3232  -0.7045  0.000
H  0.6144  -1.6556  3.0176  0.001
H  -0.0984  -3.9339  3.6471  0.000
H  -0.0565  -5.7791  1.9574  0.001
H  0.8299  -5.3214  -0.3379  0.000
H  1.4913  -3.0325  -0.9753  0.001
H  3.6551  1.0910  1.2160  0.001
H  4.0448  2.6154  3.1102  0.000
H  2.2846  2.9247  4.8655  0.001
H  0.1248  1.6731  4.6713  0.000
H  -0.3093  0.2404  2.7283  0.001

Cartesian forces, eV/Å:
0.32 0.87 0.61
-0.49 -0.27 0.13
-2.19 2.01 0.93
-0.16 0.68 0.06
0.00 -1.04 -1.51
0.46 2.35 1.54
1.86 0.35 -1.56
0.67 -0.62 -0.59
0.21 0.06 -1.15
-0.87 0.36 -0.48
0.05 0.80 0.91
-0.46 0.31 0.74
0.51 -0.05 -0.47
0.12 -3.63 -2.37
-2.05 -0.60 2.95
0.16 0.54 -0.10
-0.18 -0.07 -0.23
0.24 -0.17 -0.02
-0.16 -0.12 0.17
0.17 0.25 0.00
0.10 -0.12 0.23
-0.27 0.00 -0.10
0.07 -0.19 -0.14
-0.32 -0.09 -0.08
-0.23 -0.15 -0.28
0.15 -0.23 -0.19
-0.11 0.18 -0.13
0.08 0.07 0.25
-0.16 0.04 0.34
0.30 -0.09 -0.08
-0.12 0.32 -0.09
-0.04 -0.15 0.17
0.73 -0.43 0.54
-0.21 -0.14 -1.10
-0.18 -0.27 0.01
0.07 0.21 -0.45
0.17 -0.07 0.38
0.54 -0.41 0.54
-0.06 0.52 -0.22
-0.41 -0.14 -0.30
0.13 0.06 -0.14
1.91 -1.18 1.95
-0.03 -0.09 0.06
-0.14 -0.13 -0.11
0.12 0.02 -0.03
-0.04 0.14 -0.04
0.12 0.14 0.07
-0.16 -0.08 0.07
-0.05 0.15 -0.18
-0.12 0.06 0.11
-0.08 -0.04 0.00
-0.02 -0.08 -0.14
0.01 -0.09 -0.23
0.11 -0.02 0.35
0.05 0.14 0.12
-0.07 0.12 -0.20
-0.09 -0.18 -0.11
-0.10 -0.31 -0.21
0.12 0.02 -0.35
0.17 0.32 -0.06
-0.03 0.25 0.27
-0.23 -0.06 0.20
-0.19 0.09 0.26
-0.31 -0.17 0.03
-0.02 -0.25 -0.28
0.27 0.06 -0.25
0.36 0.26 -0.03